C10H14N3 | ωB97M-V with the def2-TZVPD basis set

Positions of all 27 atoms, in Å:
1 N -0.518 0.656 -0.124
2 N -4.410 -3.003 0.584
3 N -2.726 0.125 -0.545
4 C 2.796 -0.184 -0.179
5 C 3.177 0.911 0.479
6 C -1.255 1.684 0.066
7 C 4.809 -1.184 -0.460
8 C -2.661 1.358 -0.199
9 C -3.803 2.287 -0.098
10 C 5.357 -0.106 0.211
11 C -1.402 -0.402 -0.526
12 C 3.421 -1.248 -0.684
13 C 4.572 0.930 0.679
14 H -0.861 2.631 0.381
15 H 4.993 1.774 1.204
16 H -4.365 -4.012 0.560
17 H 2.967 -2.075 -1.202
18 H 5.420 -1.995 -0.827
19 H 6.424 -0.075 0.374
20 H -4.771 -2.639 -0.286
21 H -1.122 -0.778 -1.514
22 H -3.847 2.905 -0.995
23 H -4.978 -2.694 1.360
24 H -1.338 -1.242 0.172
25 H -4.733 1.732 -0.017
26 H 2.536 1.699 0.827
27 H -3.684 2.946 0.759

Summary:
E_tot ... -553.3153 a.u.
Relative energy (zero: lowest compared OMol25 entry of this formula, charge and spin) ... 113.9 kcal/mol
HOMO-LUMO gap ... 4.4 eV
F_max ... 2.44 eV/Å
Total charge ... +1
2S+1 ... 1
Lowest unoccupied orbital energy ... -7.178 eV

C10H14N3O | ωB97M-V with the def2-TZVPD basis set

Positions of all 28 atoms, in Å:
1 O -2.807 1.095 1.199
2 N -1.187 -1.750 -0.114
3 N -0.458 -2.751 0.597
4 N -1.655 0.536 1.729
5 C 0.763 1.428 0.591
6 C -0.906 -0.468 0.094
7 C -2.452 1.413 -0.115
8 C 2.098 1.874 0.457
9 C 3.200 0.955 0.276
10 C 0.508 0.142 0.336
11 C 1.542 -0.953 0.225
12 C 2.877 -0.412 0.126
13 C -1.600 0.592 -0.730
14 C -1.190 0.773 -2.212
15 H -0.433 -3.615 0.062
16 H -1.993 0.306 -2.814
17 H -1.922 -0.044 2.491
18 H -3.021 2.092 -0.696
19 H 4.243 1.206 0.321
20 H 1.376 -1.651 -0.595
21 H -0.907 -3.043 1.499
22 H 2.389 2.853 0.686
23 H -0.214 0.448 -2.479
24 H -0.009 2.039 0.993
25 H -2.129 -1.974 -0.524
26 H -1.293 1.818 -2.477
27 H 3.717 -1.016 0.144
28 H 1.461 -1.892 0.928

Summary:
E_tot ... -628.4516 a.u.
Relative energy (zero: lowest compared OMol25 entry of this formula, charge and spin) ... 175.1 kcal/mol
HOMO-LUMO gap (alpha / beta) ... 5.6 / 5.6 eV
F_max ... 6.70 eV/Å
Total charge ... +1
2S+1 ... 1
Lowest unoccupied orbital energy (alpha / beta) ... -5.455 / -5.447 eV